# 1
The following is a DFT calculation (ωB97M-V with the def2-TZVPD basis set) of a structure of composition C8H10I2O.

Positions of all 21 atoms, in Å:
C: 0.727 1.862 -1.270
C: 0.016 0.725 -1.819
C: 1.837 -0.064 -0.630
C: 1.785 1.426 -0.572
C: 0.627 -0.403 -1.438
C: -1.043 -0.441 1.312
C: -2.107 -0.178 0.553
C: -0.593 -1.827 1.666
O: -0.257 0.518 1.837
I: -3.306 -1.695 -0.273
I: -2.724 1.810 0.152
H: 0.423 2.885 -1.408
H: -0.861 0.806 -2.436
H: 2.745 -0.413 -1.130
H: 1.827 -0.513 0.363
H: 2.509 2.015 -0.041
H: 0.353 -1.414 -1.677
H: -0.179 -2.328 0.791
H: -1.417 -2.425 2.046
H: 0.178 -1.746 2.428
H: -0.542 1.399 1.547

Output
orbital gap = 8.248 eV
HOMO energy = -8.21 eV
spin multiplicity = 1
total energy = -981.40111 hartree
relative energy (zero: lowest compared OMol25 entry of this formula, charge and spin) = 0.0 kJ/mol

***

# 2
The following is a DFT calculation (ωB97M-V with the def2-TZVPD basis set) of the molecule C27H42F7NO7 at a distorted geometry.

Positions of all 84 atoms, in Å:
C: -3.753 2.693 1.989
C: -2.385 3.099 1.357
O: -1.427 2.218 1.901
C: -0.141 2.375 1.319
C: -0.150 1.774 -0.131
C: 1.069 0.931 -0.610
C: 0.990 1.201 -2.183
C: 1.866 2.336 -2.745
C: 1.432 3.775 -2.383
O: 0.104 4.075 -2.810
C: -0.238 5.334 -2.222
C: 2.518 1.260 -0.149
C: 2.913 2.577 0.589
O: 2.962 0.222 0.777
C: 2.604 -0.996 0.105
C: 2.927 -2.084 1.191
C: 2.018 -3.331 1.237
F: 2.683 -4.315 1.986
C: 3.538 -1.405 -1.066
F: 3.162 -0.890 -2.284
F: 3.552 -2.744 -1.291
C: 5.051 -0.965 -0.929
F: 5.495 -0.755 0.301
F: 5.333 0.127 -1.650
F: 5.814 -1.936 -1.459
C: 1.093 -0.624 -0.198
C: 0.440 -1.690 -1.137
C: -0.842 -1.302 -1.934
C: -1.763 -2.547 -2.253
C: -3.262 -2.136 -2.139
C: -3.779 -1.959 -0.686
C: -3.421 -3.182 0.192
O: -4.169 -3.148 1.414
C: -3.644 -4.006 2.351
C: -3.257 -3.362 3.685
O: -3.497 -5.162 2.173
C: 0.212 -0.751 1.113
O: -0.939 -0.991 1.050
N: 0.766 -0.510 2.454
C: -0.193 -0.098 3.442
O: -0.030 0.888 4.007
F: -1.228 -0.863 3.844
H: -3.592 2.341 3.027
H: -4.490 3.512 1.969
H: -4.193 1.823 1.459
H: -2.516 3.010 0.261
H: -2.222 4.159 1.646
H: 0.066 3.467 1.237
H: 0.674 1.921 1.902
H: -1.050 1.128 -0.201
H: -0.385 2.623 -0.800
H: -0.050 1.422 -2.491
H: 1.216 0.283 -2.762
H: 1.756 2.289 -3.851
H: 2.954 2.275 -2.575
H: 2.116 4.459 -2.943
H: 1.550 4.037 -1.314
H: -1.158 5.751 -2.656
H: -0.281 5.263 -1.113
H: 0.597 6.037 -2.445
H: 3.322 1.189 -0.907
H: 2.171 3.389 0.564
H: 3.843 2.991 0.151
H: 3.158 2.324 1.635
H: 2.920 -1.564 2.167
H: 3.955 -2.485 1.110
H: 1.864 -3.771 0.234
H: 1.030 -3.187 1.711
H: 0.136 -2.547 -0.500
H: 1.131 -2.146 -1.874
H: -0.519 -0.933 -2.925
H: -1.481 -0.559 -1.430
H: -1.504 -3.419 -1.627
H: -1.599 -2.829 -3.310
H: -3.846 -2.943 -2.629
H: -3.463 -1.216 -2.721
H: -3.400 -1.031 -0.214
H: -4.884 -1.879 -0.723
H: -3.666 -4.105 -0.378
H: -2.325 -3.218 0.354
H: -3.736 -2.369 3.760
H: -2.161 -3.197 3.643
H: -3.448 -3.999 4.559
H: 1.086 -1.432 2.778

Output
orbital gap = 10.223 eV
HOMO energy = -9.87 eV
spin multiplicity = 1
structure (SMILES) = CCOCC[C@@]1(CCCOC)[C@@H](C)O[C@](CCF)(C(F)(F)C(F)(F)F)[C@@]1(CCCCCCOC(C)=O)C(=O)NC(=O)F
total energy = -2334.40504 hartree